Density functional theory data (ωB97M-V/def2-TZVPD) for one molecule with the formula C3H4O3 in a non-equilibrium geometry.

## Properties
SMILES ... O=C/C=C\OO
DFT total energy ... -9313.45533 eV
E_LUMO ... 0.0052 Ha

```
10
C3H4O3, DFT ωB97M-V/def2-TZVPD
O -0.3988 -1.1019 2.2086
C 0.0505 -0.4772 1.2755
C 0.0288 -0.9738 -0.1121
C 0.4408 -0.2189 -1.1401
O 0.1257 1.0875 -1.2162
O -0.9261 1.3010 -0.1200
H 0.6556 0.4423 1.4348
H -0.0893 -2.0394 -0.2387
H 1.1172 -0.5844 -1.9170
H -1.0320 2.2367 -0.3121
```

Here are the Löwdin charges for atoms 1 to 4, given in e:
1 O 0.039
2 C -0.308
3 C -0.059
4 C -0.149

Density functional theory data (ωB97M-V/def2-TZVPD) for a 14-piece molecular cluster, C6H41NO13 overall in a non-equilibrium geometry.

## Properties
DFT total energy ... -34992.89927 eV
E_LUMO ... 0.0059 Ha

```
61
C6H41NO13, DFT ωB97M-V/def2-TZVPD
C -2.8184 -0.9242 0.0277
C -1.7171 -0.1536 -0.7247
C -0.4973 -0.0090 0.2365
C 0.6999 -0.8573 -0.2512
C 1.6856 -0.2221 -1.3616
C 2.4996 1.0869 -1.0719
N 3.5631 0.8214 0.0277
H -3.7149 -1.3390 -0.3882
H -3.1332 -0.1840 0.8548
H -2.3340 -1.8391 0.3517
H -1.9591 0.9667 -0.6897
H -1.5889 -0.5627 -1.6923
H -0.8439 -0.2082 1.3360
H -0.3003 1.0755 0.3665
H 1.5251 -0.9113 0.6339
H 0.3304 -1.8896 -0.4056
H 0.9459 -0.0318 -2.2544
H 2.3294 -0.8959 -1.9127
H 3.0014 1.3059 -1.9950
H 1.9283 1.9998 -0.7164
H 3.1575 0.1101 0.6638
H 4.2957 0.3768 -0.4950
H -0.9785 -2.8380 -1.0669
H -2.0869 -3.1664 -2.0915
O -1.0944 -2.7517 -1.9723
H 0.1615 2.3869 -3.6747
H -0.8804 1.4739 -3.4959
O -0.7930 2.3863 -3.4233
H 1.9200 0.6101 2.4868
H 3.1615 -0.0617 3.0445
O 2.3362 -0.3179 2.6830
H -0.6861 -4.2900 0.9473
H -0.1937 -5.2099 -0.3030
O -0.9842 -4.7708 0.0980
H -1.8539 3.0157 -0.8680
H -0.5861 3.1354 -1.7752
O -1.0886 3.5289 -1.0693
H 0.0595 3.7228 0.0676
H 1.2987 4.6247 0.4628
O 0.8191 3.7650 0.6820
H -0.3635 0.0666 -5.1420
H -0.6949 -0.8870 -3.8992
O -0.9903 -0.1804 -4.3645
H 1.3160 2.8099 2.1153
H 2.5963 2.3807 1.4807
O 2.0471 2.1986 2.2639
H -3.0809 2.1181 1.1346
H -3.6581 1.6237 -0.2129
O -3.2468 2.4016 0.2017
H 0.3645 -3.6795 -2.0032
H 1.6181 -3.7154 -1.1355
O 1.0521 -4.2637 -1.6277
H 0.0310 0.0374 3.8847
H 0.1334 1.2081 4.9005
O -0.3943 0.4590 4.6707
H -2.6215 0.8247 2.8543
H -2.1769 1.9878 3.6677
O -2.6827 1.7644 2.9070
H 2.0045 -4.0473 2.3627
H 1.6630 -2.6544 2.6730
O 1.4984 -3.4115 1.9965
```

Here are the Löwdin charges for atoms 1 to 4, given in e:
1 C -0.098
2 C -0.254
3 C -0.191
4 C -0.166

Density functional theory data (ωB97M-V/def2-TZVPD) for one molecule with the formula C7H8 in a non-equilibrium geometry.

## Properties
SMILES ... C#CC[C@H](C)C#C
DFT total energy ... -7383.79919 eV
E_LUMO ... 0.0348 Ha

```
15
C7H8, DFT ωB97M-V/def2-TZVPD
C 2.5747 0.6864 0.2504
C 1.5636 1.0777 -0.2832
C 0.2414 1.0500 -0.9078
C -0.2897 -0.0281 0.0913
C -0.0548 -1.4713 -0.3949
C -1.5875 0.1978 0.6982
C -2.5421 0.3991 1.4012
H 3.0962 0.1272 0.9949
H 0.3548 0.7225 -1.9492
H -0.3434 1.9779 -0.8853
H 0.3812 0.2483 0.9461
H -0.9204 -1.8618 -0.9432
H 0.8213 -1.5375 -1.0523
H 0.1151 -2.1296 0.4612
H -3.3991 0.5779 2.0057
```

Here are the Löwdin charges for atoms 1 to 4, given in e:
1 C 0.090
2 C -0.172
3 C -0.134
4 C -0.404

Density functional theory data (ωB97M-V/def2-TZVPD) for a 4-piece molecular cluster, C12H36ClN3O3 overall in a non-equilibrium geometry.

## Properties
DFT total energy ... -36145.37597 eV
E_LUMO ... -0.1553 Ha
Charge ... +2

```
55
C12H36ClN3O3, DFT ωB97M-V/def2-TZVPD
Cl 20.2323 -0.3694 -5.7796
C 21.4520 3.2657 1.0080
C 19.9680 3.3039 1.3269
C 19.4751 4.1453 2.5913
O 18.0895 4.1883 2.5647
C 17.4364 4.5223 3.7770
N 19.1601 3.7727 0.1058
H 19.1187 3.1794 -0.7105
H 18.2185 3.9592 0.4200
H 19.5267 4.6524 -0.2287
H 21.5902 2.7345 0.0663
H 22.0530 2.8094 1.7945
H 21.8329 4.2796 0.8854
H 19.6026 2.2889 1.4827
H 19.8135 5.1768 2.4939
H 19.7341 3.7223 3.5619
H 17.8587 3.9570 4.6078
H 16.4146 4.1536 3.6865
H 17.4861 5.6010 3.9255
C 22.4075 -7.7636 -2.1901
C 21.4459 -7.4708 -3.3539
C 20.9334 -8.6489 -4.1364
O 20.2606 -8.2558 -5.3008
C 19.8911 -9.3618 -6.1120
N 20.3272 -6.6078 -2.8731
H 19.3945 -6.7592 -3.2299
H 20.2811 -6.7411 -1.8730
H 20.4302 -5.6293 -3.1012
H 23.0535 -6.9137 -1.9700
H 23.1565 -8.5113 -2.4509
H 21.9426 -8.1121 -1.2679
H 22.0344 -6.8691 -4.0465
H 20.2750 -9.2990 -3.5601
H 21.8169 -9.2535 -4.3411
H 20.5071 -10.2328 -5.8883
H 20.0875 -9.1662 -7.1662
H 18.8722 -9.7437 -6.0481
C 22.8554 -4.5340 -10.6760
C 21.8295 -3.8235 -11.5903
C 20.3152 -4.2815 -11.5009
O 19.5423 -3.4151 -12.3082
C 19.5056 -3.8795 -13.6769
N 21.9729 -2.2832 -11.3983
H 21.5084 -1.8319 -12.1733
H 21.5290 -1.8385 -10.6075
H 22.9791 -2.1985 -11.4195
H 22.7011 -5.6113 -10.6157
H 22.7490 -4.1145 -9.6756
H 23.8901 -4.4241 -11.0008
H 22.1518 -3.9540 -12.6233
H 19.9662 -4.3012 -10.4685
H 20.3184 -5.3486 -11.7231
H 19.6510 -4.9415 -13.8747
H 20.3690 -3.4593 -14.1927
H 18.6533 -3.4606 -14.2118
```

Here are the Löwdin charges for atoms 1 to 4, given in e:
1 Cl -0.997
2 C -0.031
3 C -0.259
4 C -0.165

Density functional theory data (ωB97M-V/def2-TZVPD) for a 2-piece molecular cluster, C26H39Br2ClFN3O6P overall in a non-equilibrium geometry.

## Properties
DFT total energy ... -208964.17391 eV
E_LUMO ... 0.0780 Ha
Charge ... -1

```
79
C26H39Br2ClFN3O6P, DFT ωB97M-V/def2-TZVPD
C 5.7809 0.8086 -0.2457
C 5.8502 -0.7199 -0.2588
O 5.5100 -1.2402 -1.5612
P 4.5623 -2.5079 -1.7659
O 4.5796 -2.9007 -3.1847
C 2.8761 -2.1668 -1.2152
C 2.6134 -2.4708 0.2615
C 1.1545 -2.3245 0.7843
C 0.3011 -2.9933 -0.2124
N -0.3656 -3.5210 -0.9756
C 1.0898 -3.1452 2.1325
C 0.2210 -4.3847 2.1030
O 0.6272 -5.4761 1.9117
Cl -1.4917 -4.1268 2.4436
C 0.7098 -0.8279 1.0599
C 1.6836 -0.4037 2.1009
N 2.4322 -0.0777 2.9008
C -0.7049 -0.6760 1.7104
C -0.7531 -0.1062 3.1184
O -0.8747 1.0363 3.3853
F -0.7386 -1.0575 4.0829
C 0.8284 0.1117 -0.1604
Br 2.3829 1.1962 -0.2455
C -0.0980 0.1965 -1.1370
C -1.3781 -0.5542 -1.2600
Br 0.1231 1.3797 -2.5793
O 5.0367 -3.6700 -0.7735
C 6.4225 -3.9256 -0.5052
C 7.2668 -4.1400 -1.7456
H 5.1147 1.1412 0.5527
H 5.4005 1.1833 -1.1937
H 6.7600 1.2298 -0.0167
H 6.8854 -1.0169 -0.0700
H 5.2527 -1.1661 0.5381
H 2.6995 -1.1247 -1.4831
H 2.2886 -2.7953 -1.8875
H 2.8650 -3.5233 0.4093
H 3.2924 -1.8980 0.8959
H 0.7341 -2.5205 2.9505
H 2.0806 -3.5279 2.3719
H -1.2857 0.0430 1.1345
H -1.2511 -1.6186 1.6906
H -1.4423 -0.9772 -2.2665
H -1.4909 -1.3691 -0.5586
H -2.2656 0.1353 -1.1381
H 6.8502 -3.1486 0.1324
H 6.4295 -4.8387 0.0950
H 7.3620 -3.2187 -2.3263
H 8.2760 -4.4252 -1.4374
H 6.8228 -4.8902 -2.3984
C -6.4966 2.1541 -0.9799
C -5.0223 2.5263 -1.2305
C -4.9137 4.0533 -1.3721
C -5.0642 4.8415 -0.0643
C -4.5945 4.0418 1.1629
C -3.6201 2.9099 0.8315
N -4.2370 2.0002 -0.1080
O -3.3576 0.9487 -0.4397
C -3.3572 2.1120 2.1031
C -2.2664 3.4895 0.3632
C -4.6031 1.9181 -2.5640
H -6.5853 1.0696 -0.9023
H -7.1498 2.4991 -1.7922
H -6.8551 2.5905 -0.0457
H -3.9400 4.2882 -1.8090
H -5.6517 4.3978 -2.1043
H -4.4843 5.7651 -0.1477
H -6.1020 5.1552 0.0780
H -4.1417 4.7190 1.8931
H -5.4594 3.5968 1.6646
H -4.2616 1.6185 2.4643
H -2.9728 2.7602 2.8973
H -2.6207 1.3557 1.8887
H -1.8318 4.1306 1.1371
H -2.3591 4.0833 -0.5467
H -1.5672 2.6761 0.1645
H -5.2431 2.3185 -3.3585
H -4.7017 0.8352 -2.5490
H -3.5656 2.1598 -2.7982
```

Here are the Löwdin charges for atoms 1 to 4, given in e:
1 C -0.094
2 C -0.258
3 O -0.196
4 P 0.479